# 1
C3H7NO2 | ωB97M-V with the def2-TZVPD basis set

For the LUMO energy, the calculation gives 0.7 eV. As for the multiplicity: 1. For the frontier orbital gap, the calculation gives 10.70 eV. The value obtained for the total energy is -323.75657 Eh. As for the SMILES: C[C@@H](O)C(N)=O. The calculation puts the HOMO energy at -0.3655 Eh.

Last column: Mulliken charge in e.
Positions of all 13 atoms, in Å:
C1 -1.654 0.362 -0.099  -1.205
C2 -0.376 -0.181 0.556  0.492
O1 -0.214 -1.586 0.502  -0.588
C3 0.800 0.571 -0.077  0.337
O2 0.716 1.741 -0.384  -0.581
N1 1.898 -0.200 -0.421  -0.492
H1 -1.907 1.320 0.361  0.298
H2 -2.488 -0.331 0.035  0.356
H3 -1.510 0.553 -1.167  0.283
H4 -0.414 0.056 1.626  0.241
H5 0.281 -1.804 -0.299  0.353
H6 2.261 -0.848 0.264  0.253
H7 2.606 0.346 -0.897  0.254

=====

# 2
C3H6ClN4 | ωB97M-V with the def2-TZVPD basis set

For the LUMO energy, the calculation gives -4.4 eV. As for the multiplicity: 1. For the frontier orbital gap, the calculation gives 9.46 eV. The value obtained for the total energy is -796.77726 Eh. As for the SMILES: [H]/N=C1/NC=[NH+]CN1Cl. As for the charge: +1. The calculation puts the HOMO energy at -0.5091 Eh.

Last column: Mulliken charge in e.
Positions of all 14 atoms, in Å:
C1 1.523 -0.141 -0.462  -0.019
C2 -0.507 -1.130 -0.141  0.325
C3 -0.310 1.254 0.345  -0.346
N1 -0.986 -1.966 0.608  -0.464
N2 0.779 -1.222 -0.635  -0.013
N3 -1.129 0.499 -0.576  -0.337
N4 1.069 0.932 0.074  -0.093
Cl1 -2.850 0.807 -0.228  -0.036
H1 2.528 -0.164 -0.722  0.444
H2 -0.353 2.362 0.083  0.355
H3 -0.450 1.049 1.462  0.344
H4 -1.996 -1.881 0.953  0.326
H5 0.920 -2.072 -1.037  0.219
H6 1.763 1.673 0.274  0.296

=====

# 3
C2H3NO3 | ωB97M-V with the def2-TZVPD basis set

For the LUMO energy, the calculation gives -1.1 eV. As for the multiplicity: 1. For the frontier orbital gap, the calculation gives 9.56 eV. The value obtained for the total energy is -358.37663 Eh. As for the SMILES: O=CC(=O)NO. The calculation puts the HOMO energy at -0.3934 Eh.

Last column: Mulliken charge in e.
Positions of all 9 atoms, in Å:
C1 0.011 0.099 0.024  0.635
C2 1.378 -0.579 0.098  -0.114
H1 -1.986 0.811 0.311  0.351
H2 -1.123 -1.425 0.689  0.332
H3 1.473 -1.715 0.115  0.282
N1 -1.090 -0.739 -0.259  -0.189
O1 -2.275 -0.086 0.041  -0.341
O2 -0.068 1.341 -0.004  -0.554
O3 2.460 0.043 -0.041  -0.402

=====

# 4
C18H30BFN2O10P | ωB97M-V with the def2-TZVPD basis set

For the LUMO energy, the calculation gives -4.9 eV. As for the multiplicity: 1. For the frontier orbital gap, the calculation gives 6.75 eV. The value obtained for the total energy is -2031.58393 Eh. As for the charge: +1. The calculation puts the HOMO energy at -0.4299 Eh.

Last column: Mulliken charge in e.
Positions of all 63 atoms, in Å:
C1 -0.185 -3.239 0.635  -0.438
N1 0.257 -2.258 1.718  -0.249
C2 0.968 -1.162 0.916  -0.900
B1 1.333 -2.868 2.544  0.777
O1 2.588 -3.205 1.878  -0.452
P1 1.250 -3.227 4.431  0.196
C3 -0.483 -3.223 5.171  -0.631
C4 -0.398 -2.934 6.773  0.050
O2 0.627 -2.381 7.260  -0.442
C5 2.076 -4.916 4.791  0.341
O3 1.593 -5.966 4.285  -0.480
N2 3.301 -5.069 5.631  -0.214
C6 4.461 -4.672 4.822  0.621
O4 5.314 -5.448 4.336  -0.417
F1 4.623 -3.273 4.551  -0.197
H1 -0.851 -4.005 1.175  0.394
H2 -0.810 -2.707 -0.165  -0.217
H3 0.743 -3.740 0.152  0.289
H4 1.595 -1.631 0.058  0.294
H5 0.201 -0.454 0.394  0.378
H6 1.667 -0.579 1.611  0.324
H7 3.005 -3.974 2.338  0.277
H8 2.005 -2.181 5.093  0.202
H9 -1.025 -4.246 5.086  0.465
H10 -1.144 -2.411 4.681  0.408
H11 -1.225 -3.255 7.514  0.359
H12 3.438 -6.079 5.852  0.358
O5 -0.626 0.979 -0.435  -0.737
C7 0.082 1.387 -1.328  0.451
O6 1.129 0.690 -1.845  -0.325
C8 1.814 1.506 -2.804  -0.514
C9 0.802 2.537 -3.240  -0.184
C10 -0.029 2.731 -1.991  -0.257
H13 2.686 1.956 -2.320  0.291
H14 2.154 0.887 -3.637  0.310
H15 1.258 3.456 -3.610  0.032
H16 0.175 2.127 -4.039  0.285
H17 0.397 3.491 -1.332  0.223
H18 -1.066 2.967 -2.230  0.335
O7 -0.898 6.072 -2.126  -0.565
C11 -0.194 6.480 -3.015  0.489
O8 0.856 5.785 -3.533  -0.283
C12 1.539 6.602 -4.492  -0.435
C13 0.525 7.633 -4.928  -0.531
C14 -0.307 7.825 -3.678  -0.438
H19 2.410 7.054 -4.008  0.274
H20 1.878 5.985 -5.326  0.320
H21 0.979 8.554 -5.298  0.328
H22 -0.102 7.222 -5.727  0.272
H23 0.119 8.584 -3.018  0.265
H24 -1.344 8.059 -3.917  0.292
O9 -6.085 -3.456 -0.959  -0.562
C15 -5.120 -2.775 -1.190  0.442
O10 -4.181 -3.075 -2.131  -0.381
C16 -3.121 -2.116 -2.065  0.012
C17 -3.722 -0.902 -1.402  -0.287
C18 -4.744 -1.510 -0.467  -0.431
H25 -2.300 -2.543 -1.482  -0.137
H26 -2.761 -1.897 -3.072  0.328
H27 -2.983 -0.278 -0.897  0.157
H28 -4.232 -0.286 -2.150  0.323
H29 -4.307 -1.770 0.501  0.239
H30 -5.608 -0.859 -0.337  0.303

=====

# 5
C6H12O | ωB97M-V with the def2-TZVPD basis set

For the LUMO energy, the calculation gives 1.0 eV. As for the multiplicity: 1. For the frontier orbital gap, the calculation gives 10.98 eV. The value obtained for the total energy is -311.00908 Eh. As for the SMILES: CC[C@H]1C[C@H]1CO. The calculation puts the HOMO energy at -0.3667 Eh.

Last column: Mulliken charge in e.
Positions of all 19 atoms, in Å:
C1 2.023 -0.902 -0.973  -1.150
C2 0.499 -0.925 -1.049  -0.591
C3 -0.190 0.410 -0.835  0.000
C4 -1.659 0.338 -0.542  -0.857
C5 -0.705 0.784 0.530  0.104
C6 -0.322 -0.022 1.759  -0.514
O1 -0.867 0.530 2.941  -0.528
H1 2.443 -0.177 -1.681  0.307
H2 2.434 -1.887 -1.219  0.354
H3 2.371 -0.633 0.030  0.245
H4 0.107 -1.653 -0.327  0.276
H5 0.189 -1.292 -2.034  0.353
H6 0.164 1.207 -1.488  0.404
H7 -2.287 1.108 -0.977  0.273
H8 -2.118 -0.642 -0.460  0.249
H9 -0.896 1.827 0.747  0.322
H10 -0.710 -1.042 1.695  0.274
H11 0.776 -0.108 1.846  0.161
H12 -0.579 1.451 2.979  0.317

=====

# 6
C4H10N | ωB97M-V with the def2-TZVPD basis set

For the LUMO energy, the calculation gives -3.7 eV. As for the multiplicity: 1. For the frontier orbital gap, the calculation gives 10.62 eV. The value obtained for the total energy is -212.79534 Eh. As for the charge: +1. The calculation puts the HOMO energy at -0.5281 Eh.

Last column: Mulliken charge in e.
Positions of all 15 atoms, in Å:
C1 -0.981 -0.879 0.752  -0.476
C2 -0.168 0.121 0.067  0.416
C3 -0.395 1.581 0.012  -1.196
C4 2.031 -0.362 -0.026  -0.749
N1 -0.984 -0.806 -0.723  -0.188
H1 -0.528 -1.761 1.184  0.274
H2 -1.904 -0.582 1.239  0.293
H3 0.038 2.010 -0.890  0.329
H4 0.077 2.053 0.870  0.321
H5 -1.463 1.816 0.039  0.377
H6 2.383 0.275 0.760  0.346
H7 2.255 -0.056 -1.031  0.349
H8 2.017 -1.415 0.177  0.304
H9 -0.550 -1.557 -1.257  0.307
H10 -1.827 -0.438 -1.173  0.291

=====

Molecular weight values, unit g mol⁻¹, following the record order: 89.094; 133.562; 89.050; 495.226; 100.161; 72.131.